A 5-piece molecular cluster, C38H61N5O15S overall. Source: OMol25; level of theory: the ωB97M-V functional and the def2-TZVPD basis.

Geometry as XYZ:
```
120
Properties=species:S:1:pos:R:3:mulliken_charge:R:1
H -1.59248 -2.29324 -6.10083 0.3849
O -0.90345 2.45257 -3.00691 -0.2280
C -3.98787 -0.73534 3.13000 -1.0788
H 8.84490 -5.34125 -5.12039 0.3020
H -1.39583 5.41190 -0.37121 0.2985
C 6.26428 -4.00883 -2.46494 -0.5400
C -0.03507 2.07497 -4.13803 0.5010
C -2.42752 5.13075 1.50239 -0.3245
H -2.76370 6.51677 -0.11658 0.3767
C -4.78136 -4.53023 -4.48733 0.6462
H -0.37213 0.82650 5.36240 0.2644
H -6.06533 -0.41679 1.45055 0.2514
H -4.72914 -2.70738 -3.39381 0.0141
H 4.10650 5.75960 3.09844 0.3619
H 0.27004 0.66247 -1.86411 0.0842
H -4.33084 0.27636 2.73211 0.5472
H 2.71410 5.99078 4.12162 0.2952
N 4.08091 -0.70498 -1.14246 -0.3800
H -1.56136 6.81670 3.20906 0.3968
O -2.74363 1.44452 -3.93371 -0.4736
O -5.87723 -1.67856 -1.82213 -0.3373
O 0.21548 4.14423 3.65454 -0.6030
H 0.23370 -4.28704 1.95470 0.4626
H -2.55793 -2.39067 -4.61852 0.0258
H -1.22807 6.76635 0.73129 0.2706
C -5.77315 -0.09206 0.40286 -1.1186
N 3.91277 -2.06704 -1.27016 -0.0379
C -5.20962 -3.10406 -4.28874 -0.5137
H 1.63403 -5.74336 0.58467 0.3850
C 3.88301 -2.50358 0.11874 0.3874
H 5.96113 6.38730 0.14016 0.3472
C -1.97755 1.53739 -2.92749 -0.2955
C 5.04992 6.86467 0.50728 -0.9063
O -5.33950 -5.43172 -3.90070 -0.5968
O 4.02610 -1.47183 1.08045 -0.2756
H -2.83121 -0.60613 6.02355 0.4085
H 4.68528 7.55910 -0.25395 0.2944
H 8.92248 -3.32467 -2.81847 0.2645
H 10.12947 -4.55502 -3.14637 0.2931
H 2.48178 5.82074 2.36480 0.1422
H 5.71015 6.93794 2.58643 0.3610
C -6.23930 -2.71011 -0.63985 -0.4324
H 9.87606 -3.23568 -4.30926 0.3428
O -1.34530 4.40243 2.10308 -0.2870
H -4.99800 -2.45778 -5.13815 0.3281
O 1.17313 1.40433 -3.93392 -0.6653
C -4.23172 -0.23270 0.02948 0.5930
C -2.34674 0.65123 -1.67421 0.7640
H -0.86128 -1.59673 2.30996 -0.2697
C -1.92904 6.00993 0.37259 -1.0027
H -3.86300 -3.23293 -6.65944 0.3784
H 5.18297 -3.97835 -2.32058 0.1361
O -2.96639 1.67734 4.32949 -0.6187
C -2.09064 -2.97832 -5.41159 -0.6712
O -3.71324 -4.78670 -5.26237 -0.3584
H -6.79689 -3.40325 -1.37152 0.4507
H 0.58452 -2.48505 -0.41595 0.5843
H -2.98982 5.68983 2.25315 0.3529
C -1.34076 -0.22078 -0.84039 0.2990
C -0.62155 0.88819 4.24634 -0.2954
O -0.31724 2.37763 -5.34599 -0.5968
C -0.59655 6.34987 3.39566 -1.1025
H -4.89314 -2.25840 1.69221 0.3103
H 7.59136 -4.15116 -4.84869 0.3772
H 6.47509 -3.36631 -3.31744 0.3117
C -6.67212 -1.08081 -0.68575 -0.0419
O 4.14432 8.28896 2.25933 -0.3563
O 6.11702 -6.33601 -2.08037 -0.5770
H 0.58804 0.04646 -0.37990 0.1928
H -0.93354 -1.96129 6.42447 0.2781
H -4.85398 -1.15413 3.77824 0.1990
H -1.75682 -3.37310 5.58062 0.3295
C 5.31789 7.59580 1.80790 -0.3810
C 6.67763 -5.43966 -2.66927 0.5613
C 4.13424 -0.31996 0.25167 -0.0563
N -2.70249 -0.70653 3.88750 0.5735
C 3.17162 7.73082 3.00198 0.6823
S 3.66696 -4.31676 0.40786 -0.0875
C -1.84395 -1.10310 0.36865 0.0902
N 0.06091 -0.15193 -1.25884 -0.2174
O 2.30370 8.42191 3.48643 -0.5667
H -3.11263 4.38163 1.09770 0.2831
C -2.23175 0.67020 4.14954 0.1982
H -3.23358 -2.66654 2.32189 0.4412
C -0.90561 -2.02992 1.24219 -0.4465
C 8.34633 -4.75693 -4.34318 -0.3906
H -6.29302 -3.08403 -4.15365 0.2935
C -3.81982 0.63556 -1.21722 -1.0157
H -7.83264 -0.82135 -0.84779 0.3027
C 9.37681 -3.91617 -3.61588 -0.9234
H 1.45722 -4.42833 -0.75236 0.3516
H -0.39521 6.48263 4.46073 0.3069
H -0.74630 -2.23022 4.53440 0.0323
H 6.75453 -3.61370 -1.57279 0.2130
C 1.82295 -4.65335 0.30408 -0.7368
H -2.59505 -4.41026 -6.91931 0.3010
C -3.10617 -3.83049 -6.14696 -0.4579
C -3.84697 -1.81021 1.90268 -0.7391
H 4.28267 6.09721 0.62819 0.2375
H -5.13802 -2.83598 -0.38065 0.0933
N -3.26584 -1.06916 0.75130 0.8626
C -1.44366 -2.27921 5.44684 -0.7112
C -0.56099 4.88076 3.08462 0.7918
C 1.09928 -3.73647 1.43702 -0.7880
H 1.83393 -3.41513 2.26019 0.3565
H 6.07871 8.36143 1.63810 0.2960
H -6.14731 0.97350 0.24230 0.5309
C 0.55098 -2.37761 0.71968 -0.3877
H 4.27186 0.76152 0.59403 0.3509
H 1.27549 -1.51771 1.00215 0.0823
H -3.67015 -2.13017 5.30876 0.3291
C -2.78462 -1.41345 5.21203 -0.4438
H -0.15805 -0.01307 3.71497 0.0755
H -1.33541 -3.60902 -4.93507 0.2962
H -1.45099 -3.04904 1.35369 0.2974
H -0.35404 1.90436 3.76677 0.0267
O 7.73801 -5.70633 -3.45507 -0.3687
H -4.57189 1.27727 -1.78544 0.4396
C 3.12857 6.23470 3.14106 -0.7764
H 0.17827 6.85807 2.81805 0.1875
```

Its total energy is -3284.58262 hartree. As for the LUMO energy: -0.078 Eh. Its HOMO energy is -0.26374 Eh.

One molecule with the formula C18H22F3N3O3. Source: OMol25; level of theory: the ωB97M-V functional and the def2-TZVPD basis.

Geometry as XYZ:
```
49
Properties=species:S:1:pos:R:3:mulliken_charge:R:1
H 5.07889 1.72467 0.08867 0.3421
F 6.75492 -1.81316 0.63114 -0.2811
H 2.78534 2.69984 -2.32505 0.2919
H -1.20169 3.15687 2.31272 0.3276
O -0.53674 -0.25647 0.89386 -0.7949
H 0.15299 -1.31048 -0.47940 0.4462
H 4.60580 -2.50429 -0.30553 0.4653
H -4.14503 0.30418 -1.44890 0.3788
H -4.59846 -1.40052 -1.40318 0.2920
C -0.91049 2.19245 1.89018 -0.8534
C -2.22110 -2.04755 -0.10631 -0.8857
C 3.08577 -1.30087 -1.22929 -0.7047
H 2.50534 -2.13866 -1.58057 0.4855
H -1.56185 -2.56640 0.59805 0.4538
C 4.96390 -0.40767 -0.05260 0.1273
C 4.25111 -1.50618 -0.51020 -0.7348
F 6.00976 -0.40180 2.07111 -0.2572
H -4.35978 -1.69605 2.34941 0.3773
C 1.42234 2.53587 -0.74667 0.6093
C -4.67876 -0.45231 -0.87906 -1.4617
H 1.73370 0.13420 -2.04446 0.5711
N -2.67477 -0.80198 0.50412 0.2413
F 7.18353 0.28169 0.40702 -0.2704
C 3.35005 1.08644 -1.01394 0.7801
O -0.05026 -1.90036 -1.22872 -0.5029
C -0.17567 2.39646 0.61826 0.7442
H -5.72830 -0.17449 -0.83113 0.4692
H -2.77953 1.89982 0.89670 0.4368
C 2.81353 2.47561 -1.25777 -0.9314
H -5.86851 -1.27224 1.53665 0.4479
C -2.15451 1.35042 1.60117 -0.9609
H -0.24562 1.68267 2.58825 0.2748
C -1.72452 0.03040 0.97195 0.8653
H -4.85953 -2.56150 0.89496 0.3321
C -4.84108 -1.58958 1.38016 -1.4821
H 3.43067 3.21633 -0.74653 0.3853
C -1.43523 -1.83422 -1.41638 -0.4884
H -2.70770 1.16755 2.52393 0.5239
H -3.09143 -2.67152 -0.28953 0.4075
C -4.10745 -0.54309 0.53659 0.1261
C 6.21825 -0.59071 0.75118 0.9078
H -4.25494 0.42367 1.01865 0.3484
N -0.69255 2.57189 -0.55394 -0.2865
C 4.51421 0.88546 -0.29033 -0.8075
H -1.72313 -0.86677 -1.85523 0.2646
C 2.64384 -0.01573 -1.48363 -0.4571
N 0.33388 2.65711 -1.42871 -0.6656
H -1.67894 -2.62528 -2.13087 0.3770
O 1.16971 2.37628 0.57319 -0.2739
```

The SMILES is CC(C)N(CCO)C(=O)CCc1nnc(Cc2cccc(C(F)(F)F)c2)o1. For the relative energy (zero: lowest compared OMol25 entry of this formula, charge and spin), the calculation gives 0.0 kcal/mol. Its total energy is -1388.73345 hartree. As for the LUMO energy: 0.022 Eh. Its HOMO energy is -0.34315 Eh.

CH2NO4S as an isolated structure. Source: OMol25; level of theory: the ωB97M-V functional and the def2-TZVPD basis.

Geometry as XYZ:
```
9
Properties=species:S:1:pos:R:3:mulliken_charge:R:1
O -3.15001 -0.72137 0.27050 -0.4685
S 0.61540 -0.11768 -0.95370 0.5324
H 0.55000 -0.51125 1.52140 0.1470
O -1.47664 0.22641 -0.58471 -0.3800
O 0.99218 1.06531 -1.71330 -0.5802
N -2.15168 -0.87728 -0.42134 0.1273
H 1.49258 1.22993 1.17371 0.2243
O 2.01031 -0.53902 -0.02542 -0.4085
C 1.11785 0.24497 0.73286 -0.1939
```

For the relative energy (zero: lowest compared OMol25 entry of this formula, charge and spin), the calculation gives 124.0 kcal/mol. Its total energy is -793.09866 hartree. As for the LUMO energy: 0.145 Eh. Its total charge is -1. Its HOMO energy is -0.17128 Eh.

Going through the records in order, we get Kohn-Sham gap values of 5.0 9.9 8.6 eV.
Going through the records in order, we get maximum force values of 9.17 1.50 3.69 eV Å⁻¹.